{
  "formula": "H16NO6",
  "method": "the ωB97M-V functional and the def2-TZVPD basis",
  "e_lumo_ev": -3.22,
  "fmax_ev_per_a": 9.922,
  "total_charge": 1,
  "gap_ev": 11.36,
  "species": ["N", "H", "H", "H", "H", "O", "H", "H", "O", "H", "H", "O", "H", "H", "O", "H", "H", "O", "H", "H", "O", "H", "H"],
  "positions_angstrom": [[33.5070, 15.6060, 8.6910], [34.1790, 16.0460, 8.1220], [33.7910, 14.9970, 9.2570], [32.9560, 14.9160, 8.0770], [32.8670, 16.2370, 9.1290], [32.0280, 13.1490, 7.0140], [31.0150, 13.4450, 7.0280], [32.3320, 13.6520, 6.2470], [33.0390, 16.2730, 11.9000], [32.9120, 17.1520, 11.9090], [34.0400, 16.3780, 12.0750], [34.4560, 12.3600, 9.3940], [33.9930, 11.4990, 9.6940], [35.2620, 12.3770, 9.7630], [33.2240, 18.4220, 10.1720], [32.7770, 19.2980, 10.5440], [34.1810, 18.6070, 10.5060], [33.7980, 18.4090, 7.3690], [33.7810, 18.9910, 8.0970], [33.0420, 18.4680, 6.7940], [36.4380, 15.5710, 7.2700], [36.4930, 16.1240, 6.5210], [37.0370, 16.0020, 7.8130]]
}


{
  "formula": "C49H58Cl3N3O2P2SSc",
  "method": "the ωB97M-V functional and the def2-TZVPD basis",
  "e_lumo_ev": -9.00,
  "fmax_ev_per_a": 3.418,
  "total_charge": 3,
  "gap_ev": 4.35,
  "species": ["Sc", "C", "C", "C", "C", "C", "O", "C", "N", "C", "C", "C", "C", "C", "C", "P", "C", "C", "C", "C", "C", "C", "C", "C", "C", "C", "C", "C", "H", "H", "H", "H", "H", "H", "H", "H", "H", "H", "H", "H", "H", "H", "H", "H", "H", "H", "H", "H", "H", "H", "H", "H", "C", "C", "C", "P", "C", "C", "C", "C", "C", "C", "H", "H", "H", "H", "H", "H", "H", "H", "H", "H", "H", "H", "H", "H", "H", "H", "H", "H", "H", "H", "H", "Cl", "C", "C", "C", "C", "C", "C", "N", "C", "C", "N", "C", "O", "C", "C", "C", "Cl", "S", "C", "C", "C", "Cl", "C", "H", "H", "H", "H", "H", "H", "H", "H", "H", "H", "H", "H", "H"],
  "positions_angstrom": [[0.0318, -0.2566, 1.5409], [-2.6452, 1.4156, 5.5946], [-1.9659, 0.6872, 4.3881], [-2.4873, 1.1918, 3.0864], [-0.5119, 0.8849, 4.5952], [-0.0525, 0.4639, 6.0669], [1.3839, -0.0126, 5.8264], [1.4898, -0.2376, 4.4723], [0.4545, 0.1547, 3.7054], [2.7976, -0.8095, 4.1343], [3.5433, -1.3059, 5.2762], [4.9189, -1.4964, 5.1891], [5.5702, -1.2602, 3.9969], [4.8428, -0.8968, 2.7919], [3.4891, -0.6853, 2.9104], [2.6955, -0.1955, 1.3442], [3.3812, -1.1927, 0.0456], [3.7437, -2.5373, 0.3582], [4.2440, -3.3941, -0.6284], [4.5057, -2.9174, -1.9282], [4.1828, -1.5821, -2.1973], [3.5438, -0.7441, -1.2511], [3.3391, 1.4854, 1.1388], [2.6569, 2.5120, 1.7691], [3.0302, 3.8734, 1.5656], [4.0428, 4.2019, 0.6375], [4.7958, 3.1248, 0.1250], [4.4411, 1.7799, 0.3742], [-3.7377, 1.1878, 5.4980], [-2.4986, 2.4610, 5.5450], [-2.2923, 1.0024, 6.5636], [-2.1495, -0.3942, 4.5707], [-2.1954, 2.2597, 2.8790], [-3.5891, 1.1049, 2.9297], [-2.0498, 0.6075, 2.2317], [-0.2080, 1.9591, 4.5245], [-0.5663, -0.4101, 6.4879], [0.0452, 1.3228, 6.7457], [2.9944, -1.4822, 6.2179], [5.4478, -1.8810, 6.0538], [6.6127, -1.4979, 3.8705], [5.3473, -0.8557, 1.8381], [3.5379, -2.8509, 1.3723], [4.6760, -4.3461, -0.3659], [4.9730, -3.5435, -2.6807], [4.4791, -1.1915, -3.1235], [3.2282, 0.2356, -1.5709], [1.9104, 2.3200, 2.5210], [2.5256, 4.6140, 2.1553], [4.2578, 5.2308, 0.3904], [5.4851, 3.2809, -0.6806], [5.1092, 0.9831, -0.0101], [-2.0642, -4.7811, -0.3811], [-0.9306, -3.8985, 0.2579], [0.1129, -3.5125, -0.7989], [-1.6025, -2.4279, 1.0815], [-3.0717, -1.6983, 0.1305], [-4.4011, -2.3546, 0.4908], [-2.9015, -1.6496, -1.4332], [-2.0719, -3.2174, 2.7444], [-2.7141, -4.6313, 2.8795], [-0.8573, -3.1744, 3.6884], [-1.6752, -5.7937, -0.6621], [-2.5014, -4.3230, -1.3199], [-2.9294, -4.8310, 0.2948], [-0.5573, -4.6343, 1.0038], [-0.2809, -3.3454, -1.8119], [0.7833, -4.3995, -0.9885], [0.7250, -2.6813, -0.5050], [-3.0507, -0.6076, 0.3704], [-4.6526, -3.1969, -0.1874], [-5.2676, -1.6330, 0.3635], [-4.4231, -2.7998, 1.4787], [-3.3029, -2.5556, -2.0192], [-1.8706, -1.5785, -1.7815], [-3.4127, -0.7852, -1.8551], [-2.7800, -2.4617, 3.1453], [-2.0615, -5.3746, 2.4966], [-3.6727, -4.7174, 2.3369], [-2.8185, -4.7526, 3.9565], [-0.0962, -3.9167, 3.2698], [-1.0622, -3.5066, 4.7498], [-0.3413, -2.2095, 3.7295], [-5.2646, -0.6123, -7.8614], [-4.2049, 0.2867, -6.8345], [-2.9676, -0.2669, -6.4606], [-2.2893, 0.3261, -5.3960], [-2.6252, 1.5568, -4.8300], [-1.6670, 2.3053, -3.9652], [-2.2333, 2.7016, -2.6001], [-1.3468, 2.4591, -1.4640], [-1.1109, 3.3741, -0.4295], [-0.4723, 2.7438, 0.5569], [-0.2805, 1.3483, 0.1658], [-0.8248, 1.2866, -1.0413], [-1.2390, 3.4756, -4.7508], [-0.0549, 4.1762, -4.3269], [0.8406, 4.2138, -5.5251], [2.1853, 4.5773, -5.5539], [3.1344, 5.2589, -4.3282], [3.0032, 4.1362, -7.0200], [1.5805, 3.4940, -7.6229], [0.5269, 3.6354, -6.7673], [-3.8528, 2.0959, -5.2939], [-4.5871, 3.5197, -4.7039], [-4.6088, 1.4592, -6.2733], [-2.6179, -1.2244, -6.8650], [-1.3348, -0.1152, -5.0728], [-0.7690, 1.6890, -3.8716], [-3.0923, 2.0835, -2.3800], [-2.3923, 3.7927, -2.5637], [-1.3549, 4.4387, -0.4794], [0.0383, 3.2022, 1.3718], [-0.7577, 0.4327, -1.7541], [0.5078, 3.6932, -3.4759], [-0.3510, 5.1706, -4.0859], [1.5705, 3.1701, -8.6676], [-0.5235, 3.2933, -6.9612], [-5.6186, 1.9040, -6.4850]]
}


{
  "formula": "C21H25N3O5S",
  "method": "the ωB97M-V functional and the def2-TZVPD basis",
  "e_lumo_ev": 0.21,
  "fmax_ev_per_a": 0.901,
  "total_charge": 0,
  "smiles": "Cc1nn(-c2ccccc2)c(C)c1/C=C/C(=O)OCC(=O)N(C)[C@H]1CCS(=O)(=O)C1",
  "gap_ev": 8.52,
  "species": ["C", "C", "N", "N", "C", "C", "C", "C", "C", "C", "C", "C", "C", "C", "C", "C", "O", "O", "C", "C", "O", "N", "C", "C", "C", "C", "S", "O", "O", "C", "H", "H", "H", "H", "H", "H", "H", "H", "H", "H", "H", "H", "H", "H", "H", "H", "H", "H", "H", "H", "H", "H", "H", "H", "H"],
  "positions_angstrom": [[1.3043, 2.4075, 1.4030], [2.1228, 1.2483, 0.9751], [3.3860, 1.3592, 0.6441], [3.8017, 0.1367, 0.2599], [5.1353, -0.0222, -0.1403], [5.4877, -0.8605, -1.1925], [6.8175, -0.9814, -1.5547], [7.7948, -0.2629, -0.8875], [7.4380, 0.5951, 0.1406], [6.1145, 0.7180, 0.5160], [2.8083, -0.7812, 0.3408], [3.0024, -2.2363, 0.1207], [1.6848, -0.1001, 0.8084], [0.3587, -0.5597, 1.0593], [-0.2326, -1.6576, 0.5549], [-1.6368, -1.9007, 0.8253], [-2.3180, -1.3338, 1.6531], [-2.1544, -2.8278, -0.0180], [-3.5614, -2.9866, 0.0289], [-4.3781, -1.6970, -0.1263], [-5.4388, -1.6022, 0.4608], [-3.8811, -0.7082, -0.9091], [-2.9183, -0.9464, -1.9666], [-4.5824, 0.5830, -0.8897], [-4.7337, 1.1269, 0.5475], [-3.3568, 1.4719, 1.0705], [-2.5113, 2.1146, -0.4042], [-1.3057, 1.3776, -0.6951], [-2.3706, 3.5447, -0.3349], [-3.8233, 1.6772, -1.6122], [0.9166, 2.2496, 2.4088], [0.4592, 2.5278, 0.7257], [1.9120, 3.3071, 1.3893], [4.7286, -1.3918, -1.7436], [7.0886, -1.6341, -2.3711], [8.8302, -0.3621, -1.1764], [8.1952, 1.1688, 0.6534], [5.8144, 1.3865, 1.3070], [4.0404, -2.5172, 0.2908], [2.3672, -2.7883, 0.8110], [2.7260, -2.5240, -0.8943], [-0.2441, 0.0819, 1.6891], [0.2444, -2.3254, -0.1421], [-3.8649, -3.4097, 0.9931], [-3.8134, -3.6948, -0.7651], [-3.3702, -0.7092, -2.9341], [-2.0206, -0.3436, -1.8145], [-2.6326, -1.9922, -1.9867], [-5.5836, 0.4374, -1.3214], [-5.2275, 0.3908, 1.1795], [-5.3592, 2.0203, 0.5004], [-2.8233, 0.5921, 1.4202], [-3.3618, 2.2494, 1.8257], [-4.4427, 2.5615, -1.7280], [-3.3731, 1.4147, -2.5597]]
}


{
  "formula": "C3H11NO2",
  "method": "the ωB97M-V functional and the def2-TZVPD basis",
  "e_lumo_ev": [4.49, 4.40],
  "multiplicity": 2,
  "fmax_ev_per_a": 1.780,
  "total_charge": -1,
  "gap_ev": [5.93, 8.45],
  "species": ["C", "C", "C", "N", "H", "H", "H", "H", "H", "H", "H", "H", "H", "O", "H", "H", "O"],
  "positions_angstrom": [[0.1132, 2.0134, -0.8465], [0.4964, 1.0763, 0.2488], [-0.5645, 0.4777, 1.0837], [-0.3141, -0.5405, 2.0532], [-0.4193, 1.4788, -1.6292], [0.9797, 2.5105, -1.3031], [-0.5447, 2.8217, -0.4996], [1.5362, 0.8342, 0.4191], [-1.5078, 1.0129, 1.2249], [0.0462, -1.3819, 1.6181], [0.2730, -0.2733, 2.8400], [0.1742, -1.8606, -0.7882], [0.8509, -3.2961, -0.3265], [0.5063, -2.4768, 0.0394], [-1.0237, -1.3922, -2.3144], [-0.2971, 0.0149, -0.0262], [-0.3047, -1.0189, -1.7936]]
}


{
  "formula": "C2H3I3O2",
  "method": "the ωB97M-V functional and the def2-TZVPD basis",
  "e_lumo_ev": -0.48,
  "fmax_ev_per_a": 2.444,
  "total_charge": 0,
  "gap_ev": 8.67,
  "species": ["C", "C", "O", "O", "I", "I", "I", "H", "H", "H"],
  "positions_angstrom": [[-0.2400, 0.4246, -0.7226], [0.3598, -0.2695, 0.4764], [-1.5717, 0.6792, -0.5624], [1.6936, -0.4351, 0.3643], [0.7611, 2.3034, -1.0030], [-0.7709, -2.1565, 0.4862], [-0.0879, 0.7257, 2.4433], [0.0401, -0.3114, -1.6031], [-2.2947, 0.0929, -0.9331], [2.1105, -1.0533, 1.0542]]
}


{
  "formula": "C22H14F4NO6S3",
  "method": "the ωB97M-V functional and the def2-TZVPD basis",
  "e_lumo_ev": 1.77,
  "fmax_ev_per_a": 2.941,
  "total_charge": -1,
  "gap_ev": 6.06,
  "species": ["F", "C", "S", "C", "C", "C", "C", "C", "C", "O", "O", "S", "C", "C", "C", "C", "C", "C", "O", "O", "H", "H", "H", "H", "H", "H", "H", "H", "H", "H", "F", "C", "F", "F", "S", "N", "C", "O", "C", "C", "C", "C", "C", "C", "C", "O", "H", "H", "H", "H"],
  "positions_angstrom": [[1.8051, -2.6647, 2.5709], [0.5065, -2.2772, 2.5006], [0.1837, -1.2765, 3.9650], [0.9158, 0.3533, 3.7092], [0.1148, 1.4219, 3.3033], [0.7024, 2.6383, 2.9539], [2.0895, 2.7937, 3.0418], [2.8843, 1.7299, 3.4807], [2.2969, 0.5078, 3.8138], [-1.2502, -1.0858, 3.9391], [0.8711, -1.9551, 5.0458], [0.2969, -1.7385, 0.8768], [0.8786, -3.1112, -0.1224], [2.1260, -3.0734, -0.7587], [2.7129, -4.2630, -1.1805], [2.0351, -5.4615, -0.9693], [0.7703, -5.5033, -0.3855], [0.1847, -4.3088, 0.0178], [-1.0347, -1.3550, 0.4567], [1.4185, -0.7994, 0.7571], [-0.9636, 1.3111, 3.3246], [0.0680, 3.4827, 2.6643], [2.5452, 3.7532, 2.7742], [3.9638, 1.8600, 3.5923], [2.8874, -0.3155, 4.2040], [2.6479, -2.1343, -0.9028], [3.6869, -4.2420, -1.6778], [2.4812, -6.3898, -1.2892], [0.2388, -6.4496, -0.2501], [-0.7973, -4.3006, 0.4680], [-4.7218, 4.8461, -5.6603], [-3.8040, 4.1790, -4.8995], [-3.1990, 3.2363, -5.6717], [-2.8566, 5.0624, -4.4741], [-4.6135, 3.4439, -3.4941], [-3.1719, 2.7365, -2.8879], [-2.4059, 3.3334, -1.8508], [-2.5653, 4.4446, -1.3907], [-1.4376, 2.2651, -1.5269], [-1.6248, 1.1758, -2.3644], [-0.9116, 0.0051, -2.2516], [0.1755, 0.0387, -1.3844], [0.2719, 1.1128, -0.4445], [-0.5501, 2.2200, -0.4749], [-2.7791, 1.4224, -3.2544], [-3.3170, 0.7109, -4.0793], [-1.1914, -0.8509, -2.8587], [0.9635, -0.6943, -1.5811], [0.9849, 1.1461, 0.3631], [-0.5128, 3.0196, 0.2627]]
}